A molecular structure, C52H48As2N3O14Sc. Source: OMol25; level of theory: wB97M-V/def2-TZVPD.

ORCA input file:
```
! RIJCOSX wB97M-V def2-TZVPD def2/J DEFGRID3
* xyz 0 1
Sc -0.9896 1.0022 0.4445
O -0.8829 -1.2259 0.6620
C -1.7912 -2.2484 1.1618
C -2.9412 -1.3984 1.7459
C -2.5791 -0.4588 2.8701
C -2.9531 -0.7802 4.1699
C -2.6806 0.1057 5.1903
C -2.1024 1.3210 4.8775
C -1.7853 1.6155 3.5578
C -1.4029 3.0354 3.2048
C -0.2351 3.2719 2.2353
O -0.6400 2.7634 0.9978
C 0.0055 4.7731 2.0915
C -0.1083 5.3791 0.8493
C 0.1196 6.7412 0.7092
C 0.4653 7.5104 1.8072
C 0.5870 6.9069 3.0515
C 0.3601 5.5492 3.1898
C 1.0816 2.6350 2.6764
C 1.3285 2.2646 3.9928
C 2.5718 1.7698 4.3752
C 3.5861 1.6528 3.4415
C 3.3476 2.0260 2.1236
C 2.1091 2.5090 1.7478
N -1.9710 0.7071 2.5794
C -1.2171 -3.0961 2.2897
C -1.5296 -4.4425 2.3769
C -1.1223 -5.2029 3.4672
C -0.4035 -4.6199 4.4938
C -0.1056 -3.2629 4.4293
C -0.5161 -2.5144 3.3438
C -2.2577 -3.1079 -0.0080
C -1.3933 -4.0877 -0.4919
C -1.7422 -4.8697 -1.5782
C -2.9710 -4.6889 -2.2001
C -3.8479 -3.7354 -1.7138
C -3.4964 -2.9555 -0.6171
H -3.3848 -0.7989 0.9492
H -3.7031 -2.0884 2.1254
H -3.4347 -1.7278 4.3582
H -2.9376 -0.1349 6.2120
H -1.9269 2.0681 5.6382
H -2.2788 3.4660 2.7026
H -1.2775 3.5951 4.1330
H -0.3967 4.7803 -0.0017
H 0.0161 7.2037 -0.2623
H 0.6387 8.5704 1.6986
H 0.8604 7.4968 3.9152
H 0.4801 5.0916 4.1636
H 0.5603 2.3614 4.7432
H 2.7410 1.4855 5.4048
H 4.5564 1.2761 3.7345
H 4.1304 1.9340 1.3850
H 1.9281 2.7897 0.7168
H -2.0924 -4.9220 1.5850
H -1.3675 -6.2534 3.5023
H -0.0780 -5.2120 5.3374
H 0.4469 -2.7847 5.2256
H -0.2731 -1.4604 3.3166
H -0.4574 -4.2770 0.0080
H -1.0540 -5.6270 -1.9345
H -3.2461 -5.2975 -3.0496
H -4.8106 -3.5918 -2.1812
H -4.2040 -2.2214 -0.2650
O -4.8245 4.9953 -1.0286
C -3.9442 5.1292 -2.0203
O -4.0095 6.0286 -2.8174
C -2.8530 4.1229 -2.0938
C -1.7717 4.2346 -2.9545
N -0.9614 3.1854 -2.7218
N -1.4640 2.3802 -1.7754
C -2.6030 2.9294 -1.3935
C -3.3505 2.1970 -0.3309
O -4.2462 2.7406 0.2965
O -2.9255 0.9814 -0.1658
H -4.6311 4.1891 -0.4716
H -1.5528 4.9796 -3.6938
H -0.1163 2.9023 -3.2139
C 2.2374 -1.3365 2.1184
O 1.3251 -1.9807 1.2329
C 0.6315 -1.1753 0.3609
O 0.8191 0.1299 0.4869
C 0.8717 -1.6545 -1.0898
C 1.6813 -2.6555 -1.4063
As 1.9016 -3.4160 -3.2065
C 3.8441 -3.6741 -3.1320
C 1.9035 -1.7544 -4.2456
C 1.1626 -0.6861 -3.9780
As 0.1941 -0.3200 -2.3464
C -1.5315 -1.0608 -2.9154
C 0.9759 0.4383 -4.9478
O 0.8139 1.5942 -4.6338
O 0.8591 -0.0168 -6.1988
C 0.6761 0.9924 -7.1968
C 2.7368 -1.8811 -5.4796
O 2.7329 -2.8418 -6.2015
O 3.5868 -0.8506 -5.5852
C 4.4401 -0.9102 -6.7316
C 2.3914 -3.5321 -0.4186
O 2.0228 -4.6465 -0.1434
O 3.5748 -3.0243 -0.0562
C 4.3062 -3.8337 0.8748
H 2.5180 -2.0982 2.8413
H 1.7845 -0.4845 2.6249
H 3.1143 -1.0007 1.5631
H 4.0544 -4.4951 -2.4463
H 4.3550 -2.7735 -2.7969
H 4.1861 -3.9655 -4.1257
H -1.4634 -2.1251 -3.1478
H -1.8313 -0.4993 -3.8035
H -2.2778 -0.8920 -2.1340
H 0.7586 0.4729 -8.1479
H 1.4419 1.7623 -7.1023
H -0.3109 1.4406 -7.0914
H 5.0676 -0.0261 -6.6660
H 3.8430 -0.9022 -7.6424
H 5.0452 -1.8168 -6.7065
H 5.0986 -3.1917 1.2521
H 4.7274 -4.7020 0.3679
H 3.6536 -4.1676 1.6798
*
```

**Gap between HOMO and LUMO**: 0.2991 Eh
**Calculated total energy**: -8460.482359 hartree
**LUMO energy**: -0.28 eV
**ΔE to the lowest compared entry with this formula, charge and spin**: 9.6 kcal per mole

=====

A molecular structure, C52H48AsCl2CsN6O8Se. Source: OMol25; level of theory: wB97M-V/def2-TZVPD.

ORCA input file:
```
! RIJCOSX wB97M-V def2-TZVPD def2/J DEFGRID3
* xyz -2 1
Cs -0.4137 -1.5724 -0.1131
O -1.5267 -3.8168 2.0651
C -2.2564 -4.9879 1.7892
C -2.8483 -4.9211 0.3867
N -1.8221 -4.4771 -0.5623
C -0.7570 -5.3928 -0.9718
C 0.6354 -5.2248 -0.1793
O 1.5236 -5.8665 -0.6894
O 0.7096 -4.5201 0.8887
C -2.5376 -4.0024 -1.7528
C -1.6248 -3.6256 -2.9095
O -2.0712 -3.8729 -4.0075
O -0.6965 -2.7713 -2.6289
H -0.6544 -3.9984 1.6016
H -2.9946 -5.0312 2.5226
H -1.6350 -5.8519 1.8402
H -3.5723 -4.0739 0.4660
H -3.3230 -5.8487 0.0948
H -0.4609 -5.0165 -1.9231
H -1.1320 -6.4251 -1.1348
H -3.1731 -3.0787 -1.4985
H -3.2488 -4.8313 -2.1119
O -4.1635 2.0439 5.5486
C -4.0612 3.3627 6.2108
C -3.5761 4.5086 5.3332
C -2.8390 4.1074 4.2139
C -2.2467 5.0580 3.3465
C -2.3154 6.3759 3.7441
C -3.1939 6.6687 4.8001
N -3.7880 5.8031 5.6037
H -4.2773 2.0197 4.5957
H -3.3917 3.1424 7.0347
H -5.0185 3.6740 6.6923
H -2.7045 3.0632 3.9727
H -1.5851 4.6623 2.5898
H -1.8200 7.2040 3.2362
H -3.4548 7.6918 5.1688
C 0.4960 5.9201 1.1420
C 0.3540 7.0999 1.9713
N 0.2351 8.1007 2.5072
H 0.0523 5.0132 1.4513
H 1.6145 5.7833 0.9632
H 0.0960 6.1077 0.1488
Se 5.1104 -1.8013 2.5286
N 3.9896 -0.3963 2.5373
C 2.7777 -0.9180 2.8104
C 1.6092 -0.1184 2.9129
C 0.4387 -0.7348 3.2278
C 0.4075 -2.1496 3.5034
C 1.5392 -2.9269 3.4111
C 2.7157 -2.3652 2.9981
N 3.9000 -3.0116 2.9086
H 1.6372 1.0029 2.8458
H -0.5021 -0.2543 3.3383
H -0.5720 -2.6426 3.5083
H 1.5123 -3.9824 3.4892
C 5.1207 1.2326 -3.6244
C 4.4531 1.3454 -2.4148
C 3.7791 0.2670 -1.8793
C 3.8919 -0.9592 -2.5374
C 4.4224 -1.0098 -3.7983
C 5.0834 0.1023 -4.3736
As 3.1472 -2.5295 -1.7055
C 4.7800 -3.1215 -0.8364
C 4.6194 -4.2274 0.0443
C 5.6706 -4.7607 0.7210
C 6.9436 -4.2471 0.4003
C 7.1103 -3.1775 -0.4817
C 5.9908 -2.5988 -1.1076
C 3.3650 -3.8389 -3.0873
C 2.1098 -4.1302 -3.7381
C 2.0939 -4.9785 -4.8327
C 3.2584 -5.5484 -5.2782
C 4.4841 -5.3122 -4.5925
C 4.5529 -4.5192 -3.4666
H 5.7849 2.0274 -4.0310
H 4.4153 2.2429 -1.8769
H 3.3370 0.3395 -0.9152
H 4.5391 -2.0155 -4.2890
H 5.6378 -0.0249 -5.2578
H 3.6369 -4.6431 0.1377
H 5.6412 -5.6189 1.3758
H 7.8117 -4.6773 0.9250
H 8.1047 -2.7236 -0.5598
H 6.1937 -1.8149 -1.8979
H 1.1861 -3.6262 -3.4445
H 1.1285 -5.2397 -5.3030
H 3.2469 -6.2319 -6.0860
H 5.3465 -5.7949 -5.0374
H 5.5390 -4.3290 -2.9803
Cl -4.3617 3.1088 -3.2434
C -5.5634 3.3242 -1.9353
C -6.9223 2.9175 -2.1631
C -7.7973 3.0211 -1.0795
C -7.4216 3.5594 0.1292
C -6.0928 3.8564 0.3883
Cl -5.5335 4.4019 1.8793
C -5.1491 3.6971 -0.6272
N -3.7832 3.6256 -0.3286
C -2.7136 4.2202 -1.0629
C -2.6806 5.5739 -1.5173
C -1.4981 6.1023 -2.0817
C -0.3686 5.3200 -2.1612
C -0.3153 3.9769 -1.6579
C -1.4842 3.4309 -1.1493
C -1.4231 2.0634 -0.5320
C -1.2942 2.0596 0.9492
O -2.2959 2.5408 1.6116
O -0.2628 1.6004 1.4780
H -7.1842 2.5569 -3.1789
H -8.8570 2.6720 -1.2451
H -8.1569 3.5639 0.8940
H -3.4204 3.3069 0.6277
H -3.6413 6.0964 -1.4565
H -1.5165 7.1735 -2.3833
H 0.6478 5.7211 -2.4304
H 0.6518 3.5781 -1.5843
H -0.6561 1.4881 -1.0134
H -2.4279 1.6801 -0.7636
*
```

**Gap between HOMO and LUMO**: 0.2567 Eh
**Calculated total energy**: -8518.565484 hartree
**LUMO energy**: 3.39 eV

=====

A molecular structure, C52H49N7O2STc. Source: OMol25; level of theory: wB97M-V/def2-TZVPD.

ORCA input file:
```
! RIJCOSX wB97M-V def2-TZVPD def2/J DEFGRID3
* xyz 2 4
Tc 13.1326 16.6772 14.5849
C 13.8004 9.7756 8.3158
O 14.2850 10.9099 9.0153
C 15.3288 10.8265 9.8189
C 15.8250 9.5776 10.2961
C 16.8970 9.5868 11.1672
C 17.3947 10.8112 11.6608
C 16.9769 12.0140 11.1061
C 15.9339 12.0146 10.2016
N 18.3021 10.7766 12.7541
N 18.3903 11.7492 13.4905
C 17.5910 12.7948 13.7990
C 17.9884 14.1254 13.6215
C 17.0795 15.1111 13.7993
C 15.7793 14.8930 14.1954
O 14.9098 15.8681 14.1262
C 15.3909 13.5615 14.5434
N 14.1264 13.3836 15.0101
C 13.7071 12.1887 15.2977
C 14.5043 11.0356 15.1035
C 15.7922 11.1992 14.6677
C 16.2737 12.4864 14.3663
H 13.0019 10.1076 7.6464
H 13.4009 9.0617 9.0245
H 14.5442 9.3001 7.6790
H 15.4308 8.6476 9.9132
H 17.3129 8.6453 11.5525
H 17.4350 12.9463 11.3551
H 15.5688 12.9366 9.7756
H 18.9742 14.3806 13.2604
H 17.3605 16.1329 13.5670
H 12.7108 12.0320 15.6702
H 14.1081 10.0398 15.2478
H 16.4297 10.3205 14.5586
C 14.6647 23.3619 13.2651
C 15.3826 22.7601 14.4994
C 14.8879 23.4788 15.7867
C 16.8966 22.9256 14.3836
C 14.9712 21.2755 14.5582
C 15.8194 20.1582 14.6744
C 15.2948 18.9032 14.6221
N 13.9848 18.5939 14.5586
C 13.1426 19.6444 14.5123
C 13.6223 20.9427 14.4883
C 11.7067 19.2742 14.5087
C 10.6719 20.1747 14.4477
C 9.3485 19.7980 14.5910
C 9.1072 18.4406 14.7396
C 10.1706 17.5638 14.7509
N 11.4638 17.9510 14.5926
C 8.1736 20.7720 14.5965
C 8.6104 22.2158 14.5024
C 7.4471 20.4086 13.2878
C 7.2594 20.5535 15.8213
H 14.9599 24.4010 13.0590
H 13.5749 23.4113 13.3614
H 14.8669 22.7830 12.3650
H 15.0894 24.5326 15.6914
H 15.3915 23.0839 16.6792
H 13.8105 23.3933 15.9589
H 17.0570 24.0086 14.3492
H 17.3042 22.5228 13.4604
H 17.4435 22.4772 15.2299
H 16.8882 20.2402 14.7715
H 15.9591 18.0916 14.6779
H 12.9510 21.7833 14.4834
H 10.9102 21.2347 14.3522
H 8.1313 18.0233 14.8763
H 9.9823 16.5361 14.9362
H 9.2179 22.4254 13.6180
H 9.1648 22.5482 15.3845
H 7.7205 22.8562 14.4301
H 8.0759 20.5939 12.4184
H 6.5487 20.9750 13.1775
H 7.1583 19.3419 13.2933
H 7.8235 20.7900 16.7065
H 6.8585 19.5611 15.8689
H 6.4463 21.2696 15.7613
S 8.2861 12.1167 14.2445
C 9.5935 13.2723 14.3225
C 10.1854 13.5973 15.5367
C 11.2551 14.4948 15.5371
N 11.7384 15.0282 14.4043
C 11.1828 14.6615 13.2369
C 10.0964 13.8159 13.1365
C 9.1293 10.6846 14.9099
C 8.9955 10.4124 16.2437
C 9.6100 9.2495 16.7218
N 10.3483 8.4571 15.9772
C 10.4101 8.7162 14.6786
C 9.8122 9.8161 14.0742
H 9.8388 13.1858 16.4649
H 11.7492 14.7812 16.4472
H 11.5776 15.0924 12.3277
H 9.7103 13.4747 12.1911
H 8.4277 11.0706 16.9007
H 9.5263 9.0079 17.7703
H 10.9385 7.9499 14.0741
H 9.8849 9.9563 13.0102
C 13.2390 16.6939 16.4715
C 13.2869 16.6758 17.6848
C 13.3691 16.6588 19.1403
C 13.8191 15.5138 19.8123
C 13.8933 15.5119 21.1978
C 13.4798 16.6417 21.9197
C 13.0445 17.7973 21.2498
C 12.9168 17.7789 19.8551
H 14.1110 14.6592 19.2229
H 14.2110 14.6085 21.7452
H 13.5224 16.6586 23.0060
H 12.8183 18.6710 21.8568
H 12.5911 18.6734 19.2976
*
```

**Expectation value of S²**: 3.808
**Gap between HOMO and LUMO (spin up / spin down)**: 0.2483 / 0.1835 Eh
**Calculated total energy**: -3023.103751 hartree
**LUMO energy (spin up / spin down)**: -5.34 / -6.99 eV
**ΔE to the lowest compared entry with this formula, charge and spin**: 0.0 kcal per mole

=====

A molecular structure, C52H50FMnNO5P2S3. Source: OMol25; level of theory: wB97M-V/def2-TZVPD.

ORCA input file:
```
! RIJCOSX wB97M-V def2-TZVPD def2/J DEFGRID3
* xyz 0 6
Mn -0.4685 -0.3575 -0.2282
O 1.4859 2.7412 1.3965
C 0.5836 2.2932 0.7056
O 0.5715 1.0938 0.2279
C -0.5987 3.1890 0.4049
C -0.3214 4.5544 0.3282
C -1.3342 5.4747 0.1440
C -2.6525 5.0417 0.0650
C -2.9415 3.6937 0.1483
C -1.9218 2.7481 0.3013
P -2.4036 0.9896 0.4689
C -3.5334 1.1471 1.9059
C -2.9873 1.7506 3.0427
C -3.7170 1.8412 4.2152
C -5.0051 1.3267 4.2744
C -5.5622 0.7455 3.1471
C -4.8338 0.6549 1.9681
C -3.5093 0.6967 -0.9599
C -4.2611 -0.4804 -0.9786
C -5.0648 -0.7852 -2.0672
C -5.0974 0.0622 -3.1638
C -4.2962 1.1958 -3.1844
C -3.5069 1.5141 -2.0895
H 0.7095 4.8683 0.4185
H -1.1097 6.5312 0.0740
H -3.4563 5.7575 -0.0529
H -3.9716 3.3620 0.0908
H -1.9842 2.1548 3.0034
H -3.2771 2.3108 5.0860
H -5.5775 1.3844 5.1912
H -6.5727 0.3581 3.1807
H -5.2979 0.2127 1.0991
H -4.2032 -1.1726 -0.1470
H -5.6504 -1.6962 -2.0629
H -5.7396 -0.1605 -4.0072
H -4.2867 1.8368 -4.0576
H -2.8677 2.3860 -2.1210
C -1.3733 -1.8410 4.7551
C -0.3026 -0.7621 4.8603
S 0.0061 0.1337 3.2901
C 1.7497 -0.2300 2.9701
C 2.0423 -1.6662 2.5882
S 1.3837 -2.1876 0.9559
C 0.2646 -3.5441 1.4601
C -0.9723 -3.1057 2.2396
S -0.7896 -3.4070 4.0353
H -2.2331 -1.4925 4.1815
H -1.7105 -2.1169 5.7557
H 0.6434 -1.1879 5.1916
H -0.6226 -0.0091 5.5832
H 2.3206 0.0433 3.8600
H 2.0202 0.4509 2.1645
H 1.6469 -2.3653 3.3233
H 3.1247 -1.7920 2.5220
H 0.8598 -4.2589 2.0297
H -0.0278 -4.0030 0.5168
H -1.8444 -3.6590 1.8948
H -1.1590 -2.0446 2.1099
C -4.5291 -2.3422 -6.2940
C -3.1665 -3.0054 -6.0882
C -2.3438 -3.0794 -7.3704
C -2.0156 -1.6828 -7.8862
C -1.5107 -0.8006 -6.7720
C -0.8187 0.3614 -7.0844
C -0.3214 1.1584 -6.0693
F 0.3398 2.2799 -6.4011
C -0.4652 0.8377 -4.7443
C -1.1484 -0.3346 -4.4080
C -1.2661 -0.7244 -3.0245
O -0.7826 0.0437 -2.1472
C -1.9047 -1.9673 -2.7564
C -2.4543 -2.6752 -3.7890
N -2.4018 -2.2801 -5.0722
C -1.6958 -1.1405 -5.4287
C -1.9840 -2.5870 -1.3882
O -2.5759 -3.6452 -1.2247
O -1.3760 -1.9439 -0.4538
H -5.0684 -2.8390 -7.1006
H -4.4065 -1.2902 -6.5538
H -5.1220 -2.4073 -5.3819
H -3.3263 -4.0168 -5.7116
H -2.8845 -3.6512 -8.1239
H -1.4127 -3.6066 -7.1492
H -2.8933 -1.2295 -8.3549
H -1.2464 -1.7512 -8.6564
H -0.6557 0.6334 -8.1187
H -0.0558 1.4587 -3.9590
H -2.9455 -3.6171 -3.5816
C 5.3815 -0.0202 -0.1095
P 3.5389 -0.0091 -0.3505
C 3.4810 1.5400 -1.3428
C 3.1996 1.6452 -2.7012
C 3.1619 2.8918 -3.3143
C 3.4114 4.0409 -2.5812
C 3.7005 3.9442 -1.2273
C 3.7301 2.7037 -0.6128
C 3.3571 -1.3343 -1.5994
C 2.1944 -1.3739 -2.3710
C 1.9362 -2.4406 -3.2172
C 2.8152 -3.5134 -3.2692
C 3.9632 -3.4962 -2.4923
C 4.2375 -2.4108 -1.6720
H 5.6695 0.9298 0.3369
H 5.9054 -0.1340 -1.0599
H 5.6782 -0.8214 0.5686
H 3.0145 0.7597 -3.2943
H 2.9327 2.9641 -4.3709
H 3.3779 5.0102 -3.0627
H 3.8988 4.8364 -0.6461
H 3.9114 2.6325 0.4504
H 1.4927 -0.5510 -2.3114
H 1.0404 -2.4357 -3.8283
H 2.6018 -4.3655 -3.9022
H 4.6466 -4.3358 -2.5176
H 5.1435 -2.4123 -1.0802
*
```

**Expectation value of S²**: 8.758
**Gap between HOMO and LUMO (spin up / spin down)**: 0.2288 / 0.2630 Eh
**Calculated total energy**: -5570.801241 hartree
**LUMO energy (spin up / spin down)**: -0.48 / -0.54 eV
**ΔE to the lowest compared entry with this formula, charge and spin**: 15.9 kcal per mole